ORCA calculation (the ωB97M-V functional and the def2-TZVPD basis) on 2 unconnected molecules or ions with the total composition C4H12OS at a distorted geometry.

**HOMO-LUMO gap**: 9.4 eV
**Structure (SMILES)**: CCCCS.O
**HOMO level**: -0.319 hartree
**Energy above the lowest of the compared OMol25 structures with the same formula, charge and spin**: 116.7 kJ/mol
**LUMO level**: 0.74 eV

Element x y z (Å)
C  -1.51  -2.20  -1.35
C  -1.82  -0.72  -0.97
C  -0.63  -0.18  -0.16
C  -0.71  1.39  0.12
S  0.89  1.89  0.84
H  -2.03  -2.65  -2.17
H  -1.59  -2.85  -0.45
H  -0.50  -2.23  -1.61
H  -1.98  -0.16  -1.84
H  -2.61  -0.61  -0.26
H  -0.28  -0.80  0.66
H  0.14  -0.17  -0.95
H  -0.78  2.03  -0.86
H  -1.55  1.75  0.70
H  1.48  1.76  -0.40
H  1.82  -2.23  1.02
H  2.61  -1.65  -0.03
O  2.38  -1.52  0.85